{"formula": "C24H44ClGeO6PmSe", "method": "the ωB97M-V functional and the def2-TZVPD basis", "total_charge": 2, "e_homo_ev": [-12.65, -12.69], "total_energy_ha": -6938.645268, "multiplicity": 5, "symbols": ["Pm", "C", "C", "O", "C", "C", "O", "C", "C", "O", "C", "C", "O", "C", "C", "O", "C", "C", "O", "H", "H", "H", "H", "H", "H", "H", "H", "H", "H", "H", "H", "H", "H", "H", "H", "H", "H", "H", "H", "H", "H", "H", "H", "C", "Ge", "C", "C", "C", "Se", "C", "H", "H", "H", "H", "H", "H", "H", "H", "H", "H", "H", "H", "H", "H", "Cl", "C", "C", "C", "C", "C", "C", "C", "H", "H", "H", "H", "H", "H"], "positions_angstrom": [[0.3146, -1.0146, -0.3863], [3.7975, -0.8361, 0.4719], [3.7287, -0.1948, -0.9043], [2.5748, -0.8189, -1.4543], [2.5104, -0.8050, -2.9102], [1.7584, 0.4590, -3.2427], [0.4074, 0.1475, -2.7005], [-0.7247, 0.9693, -3.0041], [-1.9863, 0.1605, -2.8383], [-1.9766, -0.4399, -1.5387], [-3.0658, -1.4146, -1.4156], [-3.2280, -1.5414, 0.0452], [-1.9552, -1.9647, 0.5235], [-1.9977, -2.3008, 1.9278], [-1.2377, -1.2510, 2.7433], [0.0924, -1.2097, 2.2190], [1.0805, -0.4102, 2.8268], [2.3564, -0.9297, 2.3585], [2.5205, -0.4762, 1.0365], [4.5831, -0.4966, 1.1056], [3.8239, -1.9043, 0.3103], [4.6937, -0.3983, -1.3687], [3.5441, 0.8665, -0.7664], [1.9184, -1.6112, -3.2362], [3.5724, -0.6706, -3.1990], [1.7176, 0.6055, -4.3102], [2.2451, 1.2588, -2.7007], [-0.6534, 1.4123, -3.9198], [-0.7046, 1.8234, -2.2998], [-1.9263, -0.6775, -3.5487], [-2.8818, 0.8035, -3.0363], [-2.9620, -2.3992, -1.8884], [-3.9751, -0.9832, -1.7625], [-4.0670, -2.2978, 0.1574], [-3.5626, -0.6612, 0.5922], [-1.5581, -3.2718, 2.0328], [-2.9551, -2.3029, 2.3478], [-1.2414, -1.4909, 3.7906], [-1.6075, -0.2285, 2.6459], [1.0325, -0.5762, 3.8826], [1.0012, 0.6350, 2.6626], [2.3378, -2.0368, 2.3861], [3.2149, -0.6773, 2.8922], [-3.7690, 3.5398, -0.6617], [-2.5909, 4.2731, 0.8621], [-1.2902, 5.5963, 0.1795], [-3.8839, 4.9172, 2.2298], [-1.7288, 2.6031, 1.4989], [-0.2794, 1.9733, 0.3671], [1.0368, 3.2239, 1.0066], [-3.4844, 2.5406, -1.1484], [-3.7119, 4.3899, -1.3175], [-4.7039, 3.5467, -0.1987], [-1.8111, 6.5419, 0.1506], [-1.0310, 5.3054, -0.8008], [-0.5145, 5.8085, 0.8722], [-4.0785, 6.0289, 2.0160], [-3.2789, 4.7922, 3.1243], [-4.8415, 4.3063, 2.3344], [-2.5223, 1.8807, 1.4585], [-1.2748, 2.5679, 2.4953], [1.0403, 4.0071, 0.2879], [2.1006, 2.7774, 0.9481], [0.7914, 3.5459, 1.9924], [4.7922, -4.7611, 1.8966], [3.3949, -4.4494, 0.9094], [3.6833, -4.3118, -0.4590], [2.7059, -3.9530, -1.3395], [1.4072, -3.7006, -0.9652], [0.4084, -2.9793, -1.7549], [1.1151, -3.8249, 0.4489], [2.1082, -4.2707, 1.3490], [4.7025, -4.5531, -0.7445], [2.9887, -3.8660, -2.3952], [-0.6036, -3.3419, -1.5120], [0.5446, -3.0354, -2.8515], [0.1124, -3.6558, 0.8061], [1.9067, -4.3122, 2.3886]], "forces_ev_per_angstrom": [[0.4, -0.5, 0.0], [-1.4, 0.3, -1.0], [0.2, -0.4, 1.9], [-0.2, -0.5, -0.9], [1.4, 2.6, 1.1], [-1.1, -1.1, 0.5], [0.8, 0.0, 0.0], [0.1, 0.4, 3.1], [0.6, -0.2, -0.9], [-0.5, -0.6, -0.5], [0.4, 1.2, 0.8], [-1.3, -1.5, 0.1], [-0.3, -0.3, 1.2], [1.9, 1.4, 0.1], [0.5, 0.4, -0.9], [-0.3, -0.5, -1.4], [-0.3, -0.7, 1.8], [0.2, -1.8, -1.0], [-0.2, -0.1, -0.7], [0.7, 0.4, 0.4], [0.2, -0.4, 0.3], [-0.3, 0.0, -0.8], [0.2, 0.3, -0.3], [0.1, -1.4, -0.4], [-0.8, -0.8, -0.7], [-0.2, 0.3, -0.3], [-0.3, 0.7, -0.1], [0.2, 0.7, -2.9], [-0.3, -0.4, -0.1], [-0.4, 0.3, -0.1], [0.6, -0.6, 0.4], [0.8, 0.4, -0.1], [-0.7, 0.5, -0.7], [1.2, 0.3, 0.4], [0.2, 0.4, -0.3], [0.3, -0.5, 0.2], [-1.8, -0.2, 0.1], [0.1, -0.4, 0.6], [-0.7, -0.1, -0.1], [-0.1, 0.0, 0.9], [-0.5, 1.1, -0.5], [-0.1, 0.4, -0.1], [1.2, 1.0, 1.4], [2.9, -0.3, 0.3], [-1.2, -0.6, -1.0], [-1.8, 0.0, 1.2], [-0.1, 0.5, -0.6], [0.6, 0.1, 0.6], [-0.3, 0.0, -0.2], [2.4, -1.3, -0.9], [-0.4, 1.6, 0.7], [-0.2, 0.0, -0.9], [-1.7, -0.4, 0.4], [-0.4, 0.3, -0.4], [0.8, -0.2, -1.0], [1.1, -0.3, 0.3], [0.1, -1.7, 0.6], [-0.4, 0.4, 0.5], [1.4, 0.9, -0.4], [-0.3, -0.6, 0.0], [-0.4, 0.2, 0.0], [-0.1, 0.9, -0.2], [-1.8, 0.4, 0.4], [-0.1, 0.2, 0.6], [-0.5, -0.1, 0.4], [0.6, 0.0, -1.0], [0.2, -0.6, 0.9], [1.1, -0.1, -1.7], [-1.7, 1.1, 2.5], [-0.3, -0.7, -1.0], [1.3, -0.4, -1.2], [-0.2, 0.9, -0.5], [-0.2, 0.2, -0.3], [-0.2, 0.0, 0.3], [0.1, 0.0, -0.1], [-0.1, 0.0, 0.6], [-0.3, -0.2, 0.1], [-0.3, -0.3, 0.9]]}



{"formula": "C30H59N5O5S2", "method": "the ωB97M-V functional and the def2-TZVPD basis", "total_charge": 0, "e_homo_ev": -8.70, "smiles": "CCCCN(CCCC[C@@H](C#N)[C@@H](C#N)CC=O)C(=S)SCCC.COCCNCCOC.COCCNCCOC", "total_energy_ha": -2624.472770, "multiplicity": 1, "symbols": ["C", "C", "C", "C", "N", "C", "C", "C", "C", "C", "C", "N", "C", "C", "N", "C", "C", "O", "C", "S", "S", "C", "C", "C", "H", "H", "H", "H", "H", "H", "H", "H", "H", "H", "H", "H", "H", "H", "H", "H", "H", "H", "H", "H", "H", "H", "H", "H", "H", "H", "H", "H", "H", "C", "O", "C", "C", "N", "C", "C", "O", "C", "H", "H", "H", "H", "H", "H", "H", "H", "H", "H", "H", "H", "H", "H", "H", "C", "O", "C", "C", "N", "C", "C", "O", "C", "H", "H", "H", "H", "H", "H", "H", "H", "H", "H", "H", "H", "H", "H", "H"], "positions_angstrom": [[6.3245, -1.7149, 1.7898], [6.1782, -2.8970, 0.6874], [4.5741, -3.1238, 0.4271], [4.2152, -3.1893, -1.1583], [3.0054, -2.3979, -1.5461], [3.2903, -1.5996, -2.7980], [2.1779, -0.4764, -3.1208], [2.6859, 1.0421, -2.9125], [3.0009, 1.4287, -1.3799], [4.0451, 2.6800, -1.3362], [4.0572, 3.3678, 0.1276], [3.8547, 3.7950, 1.2487], [5.5416, 2.2881, -1.7804], [6.4416, 3.6293, -1.5855], [6.9864, 4.7117, -1.4701], [6.2318, 1.1283, -0.8966], [6.9246, 0.0815, -1.9265], [7.7291, 0.4969, -2.8286], [1.8186, -3.2696, -1.7995], [1.7908, -4.5110, -2.9619], [0.2025, -3.0498, -0.8743], [0.3184, -1.6074, 0.2897], [-0.2953, -0.2223, -0.2606], [-1.5197, -0.3745, -1.2948], [5.9117, -0.7154, 1.4028], [5.6427, -2.0305, 2.6761], [7.4088, -1.5923, 2.1794], [6.6465, -3.8511, 1.1220], [6.7488, -2.6542, -0.2777], [3.9248, -2.3574, 0.9782], [4.3597, -4.1822, 0.8488], [5.1446, -2.7502, -1.7045], [4.1835, -4.2984, -1.4434], [3.3577, -2.2713, -3.7446], [4.3136, -1.0504, -2.7480], [1.8329, -0.6027, -4.2105], [1.2630, -0.6682, -2.4579], [3.6586, 1.1499, -3.5180], [1.9053, 1.7766, -3.3157], [2.0155, 1.8549, -0.9331], [3.3291, 0.5372, -0.7395], [3.6173, 3.4791, -2.0570], [5.5606, 1.9395, -2.8793], [5.4486, 0.5622, -0.2688], [7.0075, 1.5507, -0.1513], [6.6758, -1.0444, -1.8284], [-0.1929, -1.9050, 1.2826], [1.4306, -1.3914, 0.5495], [0.4857, 0.4626, -0.7713], [-0.6910, 0.3545, 0.6694], [-1.2959, -1.0329, -2.2128], [-1.7146, 0.6909, -1.7239], [-2.5159, -0.6621, -0.7757], [-8.7120, 0.1872, -3.7888], [-8.7774, -0.1507, -2.4112], [-9.1672, -1.5068, -2.1801], [-7.9928, -2.3175, -1.6235], [-6.9627, -2.5298, -2.6418], [-5.7122, -3.0752, -2.1078], [-4.9266, -2.2005, -1.1167], [-4.3804, -1.0169, -1.6939], [-5.2764, 0.0843, -1.7396], [-8.5739, 1.2678, -3.8653], [-7.8617, -0.3010, -4.2715], [-9.6412, -0.0788, -4.3041], [-9.5842, -1.9743, -3.0774], [-9.9576, -1.4803, -1.4251], [-8.3601, -3.2880, -1.2753], [-7.5916, -1.7716, -0.7633], [-6.7563, -1.6451, -3.0932], [-5.0647, -3.2679, -2.9700], [-5.9167, -4.0466, -1.6453], [-4.0648, -2.7890, -0.7832], [-5.4973, -1.9682, -0.2113], [-5.9854, 0.0828, -0.9075], [-5.8061, 0.0996, -2.6939], [-4.6844, 1.0022, -1.6853], [-1.3342, 3.3118, 1.7940], [-0.1886, 2.6438, 2.3008], [0.6532, 3.4872, 3.0939], [0.5991, 3.0697, 4.5666], [-0.6992, 3.3897, 5.1633], [-0.9012, 2.7923, 6.4857], [-0.9443, 1.2574, 6.5679], [-2.0753, 0.6735, 5.9265], [-1.9153, 0.4547, 4.5329], [-1.8213, 2.6492, 1.0748], [-2.0461, 3.5297, 2.5941], [-1.0546, 4.2359, 1.2767], [0.4087, 4.5468, 2.9709], [1.6734, 3.3408, 2.7302], [1.3871, 3.5933, 5.1168], [0.8012, 1.9945, 4.6136], [-1.4359, 3.0590, 4.5495], [-1.8589, 3.1742, 6.8554], [-0.1296, 3.1668, 7.1668], [-1.0403, 0.9957, 7.6270], [-0.0149, 0.7882, 6.2280], [-0.8793, 0.2372, 4.2589], [-2.2873, 1.3140, 3.9713], [-2.5322, -0.4040, 4.2539]], "forces_ev_per_angstrom": [[-0.2, -0.7, 0.2], [-0.6, 0.6, 0.8], [0.6, -1.2, -0.5], [1.8, -0.3, 0.8], [-0.5, -0.7, -1.0], [0.0, 1.0, -1.6], [-0.3, 0.1, 0.2], [0.5, -0.6, 0.2], [-0.7, 1.0, -0.1], [-0.3, 0.3, 0.8], [-1.6, 0.8, 3.6], [1.3, -2.4, -6.4], [1.1, 1.3, 0.7], [1.1, 3.7, -0.4], [-3.0, -6.3, -0.6], [-0.2, -0.8, -0.2], [2.5, 2.0, -2.0], [-3.7, -1.9, 3.9], [-0.5, -0.7, -0.6], [0.1, 2.0, 2.0], [2.2, 0.5, -0.4], [1.0, 1.4, 0.7], [-0.8, 0.3, -0.1], [-0.2, 1.2, 0.2], [0.7, -1.5, 0.5], [1.3, 0.6, -1.4], [-1.8, -0.1, -0.7], [-0.7, 1.4, -0.7], [-0.9, -0.3, 1.3], [1.0, -1.0, -0.9], [0.0, 1.9, -0.5], [-1.8, -0.7, 0.7], [-0.3, 1.7, 0.1], [0.0, 0.8, 1.7], [-1.6, -1.1, 0.4], [0.5, 0.3, 1.6], [1.2, 0.3, -1.0], [-1.5, 0.0, 0.7], [1.2, -1.0, 0.5], [1.8, -0.9, -0.5], [-0.4, 1.3, -1.0], [0.9, -1.2, 1.2], [0.0, 1.0, 1.7], [1.1, 0.9, -1.1], [-1.1, -0.7, -1.4], [0.4, 1.6, -0.1], [0.7, 0.3, -1.8], [-1.8, -0.7, -0.5], [-1.1, -1.4, 1.0], [0.8, -0.9, -1.6], [-0.4, 0.8, 1.7], [0.3, -1.7, 0.7], [2.0, 0.2, -1.0], [0.0, 0.2, 0.3], [-0.1, -0.2, -0.4], [0.3, 0.0, 0.6], [-0.1, 0.3, -0.5], [0.0, 0.0, 0.3], [0.0, 0.3, -0.2], [0.3, -0.4, -0.2], [-0.7, -0.2, 0.2], [0.3, 0.1, -0.2], [0.0, -0.1, 0.1], [-0.1, -0.1, -0.2], [0.1, 0.0, 0.0], [0.2, 0.1, -0.1], [0.0, 0.0, 0.0], [0.0, 0.0, 0.0], [-0.2, 0.0, 0.2], [-0.1, -0.1, 0.1], [0.0, 0.0, 0.2], [0.0, 0.1, 0.1], [0.0, 0.0, -0.1], [-0.1, 0.1, -0.1], [0.0, -0.1, -0.1], [-0.2, 0.1, 0.1], [0.0, -0.1, 0.0], [0.2, -0.3, 0.0], [-0.2, 0.4, -0.1], [0.4, -0.5, 0.4], [-0.5, 0.2, -0.4], [0.2, -0.2, 0.1], [-0.3, -0.1, -0.3], [-0.2, 0.2, 0.4], [0.5, 0.0, -0.1], [-0.4, -0.1, 0.2], [0.1, 0.0, 0.1], [-0.1, 0.2, 0.0], [-0.1, 0.0, 0.1], [-0.2, -0.1, 0.0], [0.0, 0.1, 0.0], [0.0, 0.0, 0.0], [0.2, -0.1, -0.1], [0.1, 0.1, 0.1], [0.1, -0.1, 0.1], [0.0, -0.1, -0.1], [0.0, 0.0, -0.1], [0.0, 0.0, -0.2], [0.0, 0.1, 0.0], [0.2, 0.0, -0.2], [0.0, 0.0, 0.1]]}



Number 1: strongest force on any atom 0.0633 Eh/bohr. Number 2: strongest force on any atom 0.1369 Eh/bohr.